1.
A 3-piece molecular cluster, C21H28BF9O13S2 overall in a non-equilibrium geometry, computed with wB97M-V/def2-TZVPD.

Each line ends with the Löwdin charge.
Positions of all 74 atoms, in Å:
O: 5.19 7.48 0.13  -0.19
H: -5.50 2.50 -2.30  0.06
H: -1.48 -10.73 -0.36  0.13
H: -2.89 -9.65 2.14  0.13
O: 4.21 6.28 -1.80  -0.23
F: -0.75 0.37 1.35  0.01
F: 2.13 2.47 2.42  0.04
H: 0.65 3.06 0.47  0.10
C: -4.44 2.10 -2.56  0.09
C: -1.85 0.78 -2.16  -0.38
H: -3.02 -2.14 -1.09  0.14
O: 3.47 8.62 -1.24  -0.21
C: 1.71 0.48 3.79  -0.15
H: -3.14 -11.09 0.19  0.14
F: 1.32 1.27 4.93  0.08
H: -2.40 2.00 0.35  0.14
O: -2.82 -9.19 -0.58  -0.19
O: -3.11 -6.95 0.44  -0.23
H: 3.94 5.27 1.23  0.13
B: 0.23 4.32 -2.26  -0.48
H: -0.39 -5.69 0.13  0.05
C: -2.00 -9.80 1.53  -0.17
H: 4.49 8.21 1.91  0.14
C: -1.05 -3.97 -1.30  -0.22
O: -1.06 -7.47 -0.92  -0.24
H: 2.98 6.34 2.29  0.14
O: 1.19 4.54 -3.36  0.06
H: 2.11 4.46 -2.99  0.10
H: -0.53 -2.06 -0.24  0.10
C: 1.10 -1.01 3.95  -0.24
O: 1.39 0.17 -3.75  0.09
O: 0.44 5.11 -1.06  0.07
C: 3.61 6.30 1.40  -0.17
H: 0.06 -2.04 -2.03  0.11
C: 4.79 7.25 1.48  -0.17
H: 5.62 6.84 2.06  0.14
F: 3.16 0.34 3.90  0.05
H: -0.91 2.94 -3.62  0.14
O: -1.40 -8.53 1.30  -0.19
O: -2.21 -0.20 -1.16  -0.11
C: -0.97 1.99 -1.48  -0.27
C: 1.43 1.18 2.36  -0.17
O: -1.03 0.40 -3.29  0.01
C: -0.81 -4.61 0.16  -0.13
C: -0.99 3.27 -2.51  -0.03
H: -2.15 -4.12 -1.60  0.10
H: 1.42 5.07 -0.81  0.09
C: 0.45 1.21 -1.55  0.01
C: -3.31 1.41 -2.53  0.03
H: -2.00 3.84 -2.44  0.13
F: 0.78 -1.67 2.72  0.10
C: -0.30 2.79 1.04  -0.06
F: 1.99 0.49 1.24  0.08
H: -0.37 -4.54 -2.03  0.11
H: -1.31 -10.46 2.06  0.14
F: 2.15 -1.82 4.56  0.06
C: 0.41 0.53 -3.04  -0.27
C: -2.20 -1.56 -1.69  -0.16
H: 1.41 1.79 -1.27  0.14
H: -2.50 -1.65 -2.80  0.14
O: 2.87 6.72 0.25  -0.21
H: -1.81 -4.58 0.75  0.08
S: 3.91 7.32 -0.85  0.66
H: -1.89 3.65 -0.29  0.13
F: 0.02 -1.03 4.91  0.08
H: 0.39 0.26 -0.89  0.12
H: -0.06 -3.97 0.76  0.06
C: -2.36 -10.33 0.15  -0.17
C: -0.81 -2.34 -1.34  -0.15
C: -0.11 1.50 2.04  -0.23
H: -0.59 3.72 1.68  0.15
S: -2.09 -7.85 -0.01  0.65
F: -0.93 1.77 3.19  0.04
C: -1.47 2.58 -0.05  -0.09

SMILES string: C#C[C@@]1(OCCCC)OC(=O)C[C@@]1(CCC(F)(F)C(F)(F)C(F)(F)C(F)(F)F)CB(O)O.O=S1(=O)OCCO1.O=S1(=O)OCCO1
Spin multiplicity: 1
Kohn-Sham gap, eV: 9.8
LUMO energy, Ha: 0.0039
Calculated total energy, Eh: -3514.86617

---

2.
C21H28Be2Br3Cl6LiN4O9 as an isolated structure in a non-equilibrium geometry, computed with wB97M-V/def2-TZVPD.

Each line ends with the Löwdin charge.
Positions of all 74 atoms, in Å:
C: 1.77 5.35 -3.53  -0.69
O: 5.61 -4.37 3.56  0.26
H: 1.36 5.66 3.26  0.09
H: -0.20 -0.18 -2.86  0.12
N: 1.96 5.56 -4.86  0.16
C: 1.19 -6.74 1.17  -0.39
H: 0.30 -0.81 1.92  0.12
C: -4.57 1.61 4.43  -1.59
Br: -1.05 -4.86 -3.79  0.63
H: -0.49 7.12 3.86  0.09
Cl: 1.30 5.77 0.92  0.62
C: -0.94 0.60 -2.63  -0.09
C: 3.98 -7.23 1.64  -0.39
N: -0.71 1.20 -1.30  0.03
H: 0.88 7.24 -3.29  0.10
H: 0.94 -2.94 -0.18  0.06
H: -3.20 2.05 -3.00  0.08
H: 1.02 6.25 -1.88  0.05
H: 0.02 3.83 0.56  0.04
H: -0.43 -3.23 0.98  0.09
N: 1.17 6.38 -2.86  0.16
C: -3.46 1.15 -2.41  -0.09
O: 5.16 -7.44 1.84  0.13
H: -1.05 6.02 2.59  0.02
H: 1.69 6.40 -5.34  0.10
O: 0.01 -6.53 0.98  0.07
H: -0.22 3.24 -2.07  0.13
C: -0.76 0.67 -0.06  -0.30
C: -0.40 1.59 2.22  -0.67
H: -4.48 0.80 -2.67  0.07
H: 1.86 -5.86 -0.72  0.11
H: -3.44 1.42 -1.33  0.07
H: 1.09 -0.62 0.29  0.15
Cl: 0.88 -3.33 -3.40  -0.18
C: -0.36 6.84 2.81  -0.64
H: -2.85 -4.70 -5.48  0.00
H: 1.75 7.28 2.68  0.08
Cl: -0.86 8.25 1.83  0.50
H: -2.50 -0.70 -1.84  0.09
H: 1.20 -2.89 1.56  0.09
O: 0.64 1.85 2.76  0.10
H: -2.61 -0.42 -3.65  0.06
C: 0.47 -2.63 0.77  -0.05
H: 0.89 -7.68 3.13  0.12
H: -3.59 1.98 4.75  -0.02
Br: -3.98 -3.59 -3.56  0.51
O: -1.44 1.17 2.82  -0.16
C: -0.37 2.54 -1.25  0.01
O: 2.11 4.32 -2.97  0.00
C: 3.52 -6.57 0.40  0.02
H: -0.90 1.39 -3.40  0.13
O: -1.01 -0.60 0.29  0.03
H: 2.40 4.82 -5.38  0.11
Be: -2.21 -0.13 4.63  0.74
H: 3.31 -8.11 3.53  0.13
Cl: -5.28 0.69 5.75  0.55
C: -2.39 0.04 -2.66  -0.23
Li: -5.92 -3.27 -2.14  0.77
O: 5.25 -4.12 1.41  0.29
C: 1.66 -7.40 2.42  0.02
C: -2.48 -4.00 -4.74  -1.51
Br: -1.86 -2.45 -5.67  0.68
C: 2.95 -7.63 2.63  0.03
C: 2.22 -6.34 0.19  0.01
Cl: -5.57 3.00 4.02  0.59
O: 7.15 -3.83 2.10  0.34
C: 0.27 -1.10 0.86  -0.15
C: -0.22 2.88 0.08  0.02
C: 1.07 6.44 2.56  -0.61
N: -0.48 1.70 0.75  0.11
H: 4.28 -6.29 -0.31  0.13
Be: -2.74 7.03 0.81  0.28
Cl: -4.32 0.58 3.00  0.54
C: 5.98 -4.12 2.43  -0.89

Net charge: +2
Spin multiplicity: 1
Kohn-Sham gap, eV: 1.4
LUMO energy, Ha: -0.3507
Calculated total energy, Eh: -12232.36548
Relative energy (zero: lowest compared OMol25 entry of this formula, charge and spin), kJ/mol: 114.4

---

3.
C21H28Br30O5 as an isolated structure in a non-equilibrium geometry, computed with wB97M-V/def2-TZVPD.

Each line ends with the Löwdin charge.
Positions of all 84 atoms, in Å:
Br: 1.18 5.89 5.66  0.53
H: -2.39 -4.52 -3.14  -0.03
C: -1.98 -3.52 -3.19  -1.58
H: -2.24 6.57 8.15  -0.04
H: 1.86 2.79 2.17  0.00
C: -2.02 0.61 -9.85  -1.63
C: 2.47 -3.10 2.75  -1.62
Br: -0.78 -0.47 -10.86  0.56
C: 1.61 1.30 -2.90  -0.17
Br: 0.17 1.88 4.07  0.68
C: 2.33 0.96 1.16  -0.50
C: -2.34 -5.08 -8.21  -1.65
Br: -0.19 7.71 8.93  0.56
Br: -2.09 0.79 6.03  0.58
Br: 0.41 6.02 2.58  0.56
O: 2.96 0.40 0.28  0.09
Br: 1.09 -8.34 2.91  0.56
C: -1.94 7.61 8.14  -1.64
O: 2.50 -2.76 -3.78  0.03
C: 0.53 -0.48 0.91  -0.20
H: 2.90 2.95 0.76  0.09
O: 1.29 0.34 1.81  -0.12
H: 0.76 -0.79 -1.57  0.07
C: 2.03 0.82 -4.29  -0.11
C: -6.00 9.55 12.65  -1.65
H: 3.30 -0.50 -5.26  0.15
H: 2.78 1.52 -4.63  0.11
H: 1.77 2.37 -2.90  0.11
Br: 3.47 6.14 3.46  0.58
Br: -1.68 -3.08 -5.04  0.63
H: -2.28 -4.67 -7.21  -0.12
Br: -0.04 -6.75 -4.31  0.56
Br: -3.25 8.59 9.16  0.56
H: -0.52 1.02 -3.36  0.11
Br: -0.20 -6.74 5.34  0.55
H: 2.27 0.91 -2.14  0.10
Br: 0.33 -9.55 -5.80  0.57
Br: 2.10 -8.88 5.89  0.57
H: 1.60 7.65 3.99  -0.03
H: -0.12 -1.08 1.53  0.09
C: -0.32 0.34 -0.07  -0.13
O: 3.75 -2.64 -1.88  0.08
H: -0.97 -0.61 -1.84  0.03
H: -0.16 1.98 -1.96  0.10
C: 1.82 -1.81 -4.59  -0.11
H: -6.94 9.60 13.18  -0.03
C: -0.90 -8.38 -4.88  -1.66
C: 2.67 -0.55 -4.38  -0.27
Br: -1.92 8.17 6.30  0.55
H: 0.77 -1.78 -4.33  0.05
Br: -1.83 3.93 5.54  0.53
Br: -0.32 -3.54 -2.23  0.67
Br: -1.17 2.19 -9.17  0.57
H: -1.66 -8.10 -5.60  -0.06
O: 3.53 -0.87 -3.30  0.10
Br: -4.67 10.37 13.77  0.57
Br: -4.15 -5.69 -8.46  0.58
H: -1.36 0.16 0.18  0.11
Br: -5.61 7.70 12.32  0.56
C: 1.39 -7.58 4.66  -1.66
Br: -3.28 -2.33 -2.40  0.62
C: -0.88 2.25 5.65  -1.62
H: -2.79 0.92 -10.53  -0.03
C: 1.66 6.58 3.93  -1.62
Br: -1.78 -9.26 -3.42  0.58
H: 1.83 -2.15 -5.62  0.13
H: 2.32 -2.06 3.00  -0.04
C: -0.07 -0.09 -1.52  -0.21
C: 2.67 2.34 1.62  0.01
C: 0.14 1.08 -2.50  -0.17
C: 3.29 -2.14 -2.89  -0.52
Br: 0.74 -3.83 2.32  0.59
H: -0.12 1.40 0.09  0.12
Br: -1.09 -6.54 -8.26  0.59
H: 1.16 -1.18 0.38  0.09
Br: 3.65 -3.17 1.24  0.66
H: -0.20 2.32 6.48  -0.03
H: 2.13 -6.81 4.54  -0.08
Br: -1.87 -3.67 -9.43  0.54
Br: 3.23 -3.96 4.31  0.59
H: 1.22 0.89 -5.01  0.12
Br: -2.87 -0.40 -8.45  0.54
H: 3.53 2.30 2.28  0.10
Br: -6.23 10.53 11.00  0.56

Spin multiplicity: 1
Kohn-Sham gap, eV: 9.6
LUMO energy, Ha: -0.0135
Calculated total energy, Eh: -78413.49778

---

4.
A 2-piece molecular cluster, C21H28BrClIN3O4S overall in a non-equilibrium geometry, computed with wB97M-V/def2-TZVPD.

Each line ends with the Löwdin charge.
Positions of all 60 atoms, in Å:
H: -5.90 -0.26 3.47  0.11
O: 4.82 2.15 -2.46  -0.41
C: -2.67 0.36 -3.27  -0.32
H: -6.51 -3.78 2.49  0.11
C: 6.86 3.26 -0.73  -0.27
H: -3.18 3.39 -2.26  0.07
H: -8.87 -4.29 3.20  0.08
H: -4.75 0.91 -2.23  0.13
H: -8.08 -3.23 4.38  0.07
C: -3.79 1.42 -2.70  -0.23
H: -2.11 -1.83 -2.97  0.13
C: 1.48 -0.12 0.24  -0.16
H: 6.33 -0.98 1.42  0.13
C: 6.71 1.22 0.95  -0.21
H: 8.37 -0.90 -2.59  0.08
H: -4.55 -1.69 4.92  0.08
C: 1.52 -0.69 -1.29  -0.13
C: -8.44 -3.29 3.34  -0.08
H: -4.03 2.61 -1.05  0.04
C: -7.32 -3.05 2.35  -0.28
C: -2.33 -0.89 -2.27  -0.12
O: 7.25 2.09 -3.28  -0.45
C: 3.03 -1.03 -1.90  0.05
H: 6.05 3.40 1.40  0.13
O: -6.80 -1.72 2.39  -0.17
H: -3.01 0.77 -5.18  0.11
H: 5.47 0.22 2.58  0.09
C: -6.22 -1.30 3.62  -0.28
C: -0.89 -0.62 -1.45  -0.17
H: -5.31 -3.15 4.28  0.07
N: -3.23 2.47 -1.74  -0.08
H: 7.94 2.77 -0.66  0.13
C: 5.97 2.62 0.51  -0.20
H: -6.98 -1.27 4.41  0.11
H: 7.39 1.49 1.89  0.13
O: -3.15 -0.07 -4.62  -0.13
N: 0.36 -0.95 -2.21  0.10
S: 6.18 2.88 -2.44  0.51
N: 0.18 0.21 0.92  -0.01
C: 7.20 -1.00 -2.35  0.06
H: -3.20 -1.22 -1.56  0.08
C: -5.02 -2.12 4.04  -0.09
Cl: 5.92 4.71 -3.49  0.29
C: 4.43 -0.79 -1.06  -0.10
C: -1.03 -0.07 0.08  -0.53
C: 2.87 0.13 1.12  -0.43
C: 4.38 -0.22 0.51  -0.11
C: 5.70 0.03 1.45  -0.20
H: -7.70 -3.21 1.34  0.12
H: 7.45 0.78 0.15  0.10
I: -2.99 0.34 1.07  0.79
H: -4.19 2.02 -3.65  0.12
H: -9.23 -2.54 3.22  0.08
H: -1.65 0.95 -3.44  0.16
C: 5.91 -1.13 -1.77  -0.06
Br: 2.64 0.90 3.00  0.57
H: 4.83 2.53 0.26  0.11
H: -4.28 -2.17 3.23  0.06
H: 6.99 4.42 -0.62  0.11
H: 3.14 -1.45 -2.99  0.10

SMILES string: C#Cc1cc2nc(C[C@@H](O)CN)c(I)nc2c(Br)c1CCCCS(=O)(=O)Cl.CCOCC
Spin multiplicity: 1
Kohn-Sham gap, eV: 6.8
LUMO energy, Ha: -0.0539
Calculated total energy, Eh: -5011.55152